[1]
{
  "formula": "C26H37N4OSSb2Te4Zr",
  "method": "ωB97M-V/def2-TZVPD",
  "spin_multiplicity": 1,
  "homo_ha": -0.309,
  "total_charge": 1,
  "lumo_ev": -4.280,
  "symbols": ["Zr", "C", "Sb", "C", "C", "C", "C", "C", "C", "C", "C", "C", "Sb", "C", "C", "H", "H", "H", "H", "H", "H", "H", "H", "H", "H", "H", "H", "H", "H", "H", "H", "H", "H", "H", "H", "C", "C", "O", "N", "C", "C", "C", "C", "C", "C", "N", "H", "H", "H", "H", "H", "H", "H", "H", "H", "H", "Te", "Te", "Te", "Te", "N", "C", "S", "C", "C", "C", "N", "C", "C", "H", "H", "H", "H", "H", "H", "H"],
  "coordinates": [[0.0000, 0.0000, 0.0000], [0.5901, -2.4541, -3.3843], [0.9366, -0.4168, -2.7467], [3.0498, -0.7129, -2.3942], [1.2243, 0.3306, -4.7605], [1.8398, 1.7115, -4.7977], [3.1658, 1.8323, -5.2567], [3.7819, 3.0800, -5.3467], [3.0830, 4.2304, -4.9933], [1.7652, 4.1383, -4.5476], [1.1256, 2.8890, -4.4350], [-0.3117, 2.8676, -3.9703], [-0.5082, 2.1034, -1.9528], [0.3561, 3.8636, -1.0404], [-2.5477, 2.7851, -1.7231], [1.3670, -2.7555, -4.1166], [-0.4106, -2.5249, -3.8578], [0.6317, -3.1276, -2.5039], [3.5032, -1.2395, -3.2591], [3.1888, -1.3210, -1.4770], [3.5412, 0.2731, -2.2643], [0.2772, 0.3160, -5.3383], [1.9035, -0.4126, -5.2296], [3.7307, 0.9551, -5.5473], [4.8031, 3.1551, -5.6977], [3.5615, 5.1985, -5.0698], [1.2434, 5.0508, -4.2860], [-0.9442, 2.3099, -4.6911], [-0.7192, 3.8990, -3.9077], [-0.1076, 4.7744, -1.4718], [1.4482, 3.8788, -1.2349], [0.1739, 3.8389, 0.0534], [-2.6322, 3.8379, -2.0621], [-2.8405, 2.7162, -0.6555], [-3.2185, 2.1459, -2.3329], [-3.8383, -1.9461, -1.3060], [-2.7827, -1.4818, -0.3414], [-1.9502, -0.6313, -0.6349], [-2.8689, -2.0736, 0.9017], [-1.9438, -1.6735, 1.9445], [-2.0690, -0.2105, 2.2942], [-2.6166, 0.2059, 3.5047], [-2.7361, 1.5724, 3.7467], [-2.3160, 2.4785, 2.7798], [-1.7892, 1.9798, 1.6005], [-1.6583, 0.6635, 1.3396], [-3.4518, -1.8745, -2.3266], [-4.7253, -1.3159, -1.2041], [-4.1070, -2.9896, -1.1167], [-3.7158, -2.5592, 1.1564], [-0.9234, -1.8712, 1.5951], [-2.1299, -2.3098, 2.8159], [-2.9490, -0.5117, 4.2460], [-3.1587, 1.9286, 4.6823], [-2.3988, 3.5475, 2.9371], [-1.4506, 2.6396, 0.8078], [0.5349, 2.3279, 1.6233], [1.6431, 2.7965, 4.2377], [2.1323, 0.0951, 4.8911], [1.1448, -1.0413, 2.4382], [-0.9829, -7.2141, 0.2675], [-1.4425, -6.3010, -0.6496], [-2.3693, -6.9285, -1.8989], [-1.0843, -4.8550, -0.4596], [-1.5267, -3.8822, -1.3652], [-1.1753, -2.5584, -1.1554], [-0.4231, -2.1387, -0.1199], [-0.0040, -3.0833, 0.7436], [-0.3022, -4.4323, 0.6205], [-1.2333, -8.1872, 0.1253], [-0.4156, -7.0134, 1.0766], [-2.1365, -4.1232, -2.2287], [-1.5017, -1.7789, -1.8386], [0.6007, -2.7173, 1.5691], [0.0854, -5.1067, 1.3708], [1.8746, 0.0189, -0.3736]]
}

---

[2]
{
  "formula": "C26H38As2EuN7O4S2",
  "method": "ωB97M-V/def2-TZVPD",
  "spin_multiplicity": 7,
  "homo_ha": [-0.475, -0.476],
  "s2": 12.033,
  "total_charge": 2,
  "lumo_ev": [-7.087, -5.505],
  "symbols": ["Eu", "C", "C", "N", "N", "C", "N", "S", "C", "C", "C", "C", "C", "N", "H", "H", "H", "H", "H", "H", "H", "H", "H", "C", "As", "C", "C", "C", "C", "C", "C", "C", "As", "C", "C", "H", "H", "H", "H", "H", "H", "H", "H", "H", "H", "H", "H", "H", "H", "H", "H", "C", "C", "S", "O", "O", "C", "C", "N", "C", "N", "C", "C", "N", "O", "O", "C", "H", "H", "H", "H", "H", "H", "H", "H", "H", "H", "H", "H", "H"],
  "coordinates": [[-0.8715, -0.1409, -0.8480], [-2.5560, 3.6767, -3.1445], [-1.6500, 2.9171, -2.1480], [-2.0822, 1.8505, -1.5497], [-3.3907, 1.3584, -1.6884], [-3.3281, 0.1245, -1.2164], [-4.4746, -0.5499, -1.3293], [1.2783, -0.7285, -2.4740], [-0.2539, 3.2465, -1.8185], [0.4156, 4.4352, -2.1603], [1.7690, 4.6185, -1.9126], [2.3858, 3.6549, -1.1882], [1.7230, 2.4517, -0.9392], [0.4626, 2.2395, -1.2883], [-3.4678, 3.0836, -3.2654], [-2.1172, 3.7634, -4.1484], [-2.8541, 4.6823, -2.8596], [-5.3112, -0.0816, -1.6175], [-4.6243, -1.4007, -0.8006], [-0.1374, 5.1972, -2.7150], [2.2595, 5.5166, -2.1916], [3.4171, 3.7050, -0.8578], [2.2846, 1.6379, -0.4460], [0.5614, -2.3736, -5.2716], [1.5496, -2.5125, -3.6264], [3.4648, -2.4769, -4.0326], [0.9091, -4.2894, -2.9706], [1.3904, -5.3278, -3.8303], [1.0723, -6.6673, -3.5651], [0.2357, -6.9208, -2.4898], [-0.2025, -5.8915, -1.6609], [0.0855, -4.5477, -1.9023], [-0.4950, -3.2879, -0.4694], [1.0532, -3.6326, 0.7857], [-1.8938, -4.2152, 0.5096], [1.0869, -1.8366, -6.0588], [-0.3285, -1.7588, -4.9328], [0.1609, -3.2888, -5.7114], [3.7404, -3.2084, -4.8121], [4.0151, -2.5547, -3.1152], [3.5485, -1.4828, -4.4406], [2.1213, -5.0665, -4.5509], [1.5315, -7.4090, -4.2150], [-0.1523, -7.8942, -2.2701], [-0.7421, -6.0204, -0.7936], [0.9744, -4.6857, 1.1797], [0.9721, -2.9240, 1.6280], [2.0693, -3.5927, 0.4093], [-2.7939, -4.2910, -0.1350], [-1.9884, -3.6822, 1.4701], [-1.6423, -5.2709, 0.9060], [1.1383, 5.5446, 3.8697], [-0.3058, 5.4324, 4.3576], [-0.9817, 3.8157, 4.1617], [-2.1121, 3.6251, 5.0176], [-1.1339, 3.6435, 2.7609], [0.2810, 2.6266, 4.6617], [-0.3568, 1.2133, 4.8061], [-0.0293, 0.3240, 3.6297], [-0.8863, 0.0277, 2.5884], [-0.2613, -0.3627, 1.5222], [1.0686, -0.3630, 1.7619], [1.2305, -0.0410, 3.0762], [2.4811, -0.0095, 3.8298], [2.4127, 0.4241, 4.9447], [3.4734, -0.3821, 3.1824], [-2.3632, 0.2189, 2.6663], [1.3980, 6.6126, 3.8183], [1.1816, 5.1095, 2.9016], [1.8785, 5.1086, 4.5505], [-0.9817, 6.0783, 3.7868], [-0.3288, 5.7090, 5.3869], [0.6632, 2.8904, 5.6382], [1.1128, 2.6624, 3.9360], [-1.4574, 1.2309, 4.9780], [0.0720, 0.7347, 5.6690], [1.7708, -0.8464, 1.0233], [-2.7371, -0.3432, 3.5100], [-2.8144, -0.1387, 1.7179], [-2.5933, 1.3060, 2.8198]]
}

---

[3]
{
  "formula": "C26H38BF9N4O7PS2",
  "method": "ωB97M-V/def2-TZVPD",
  "spin_multiplicity": 1,
  "homo_ha": -0.182,
  "total_charge": -1,
  "lumo_ev": 1.986,
  "symbols": ["C", "B", "O", "P", "C", "C", "S", "C", "N", "N", "C", "O", "C", "C", "C", "C", "C", "C", "C", "C", "C", "F", "F", "C", "F", "F", "C", "F", "F", "C", "F", "F", "F", "O", "C", "C", "C", "C", "N", "C", "C", "N", "O", "H", "H", "H", "H", "H", "H", "H", "H", "H", "H", "H", "H", "H", "H", "H", "H", "H", "H", "H", "H", "H", "H", "H", "H", "H", "H", "H", "H", "H", "H", "O", "S", "O", "O", "C", "C", "C", "H", "H", "H", "H", "H", "H", "H", "H"],
  "coordinates": [[-2.0536, -2.7111, 3.7942], [-1.1003, -1.5006, 3.3249], [-0.2733, -1.0354, 4.3305], [-1.0692, -0.6476, 1.5373], [0.8212, -0.8912, 1.3915], [1.7139, 0.3285, 1.6677], [2.5729, 0.2166, 3.2824], [4.2065, 0.5472, 2.7602], [4.5738, 1.6261, 2.1370], [5.9325, 1.4772, 1.8724], [6.2698, 0.3397, 2.3730], [5.2338, -0.3120, 2.9468], [-1.6049, -2.2075, 0.5565], [-0.6574, -3.3615, 0.3718], [-0.4934, -3.9069, -0.9137], [0.3430, -4.9856, -1.1567], [1.0635, -5.5738, -0.1194], [0.9073, -5.0771, 1.1704], [1.6578, -5.6814, 2.3360], [0.0520, -3.9969, 1.3894], [-1.1629, 0.4752, -0.1794], [-0.8335, 1.7964, -0.0354], [-2.4682, 0.5131, -0.5821], [-0.3816, 0.0430, -1.4684], [-1.2353, 0.0590, -2.5349], [0.1245, -1.2016, -1.4574], [0.7570, 0.9930, -1.9361], [0.2403, 2.0812, -2.5119], [1.5537, 1.3860, -0.9347], [1.7039, 0.3296, -2.9792], [1.0595, -0.2485, -3.9706], [2.4568, 1.3143, -3.5129], [2.5284, -0.5239, -2.4100], [-0.8486, 0.8877, 2.3465], [-1.9455, 1.4166, 3.0115], [-3.2278, 0.6444, 2.5790], [-4.0944, 1.6979, 1.7832], [-5.1788, 1.1097, 0.9258], [-5.3985, 1.4164, -0.2839], [-4.0336, 0.2101, 3.8199], [-5.0461, -0.9167, 3.5637], [-6.4119, -0.5242, 3.9582], [-2.8618, -0.3875, 1.7560], [-2.9270, -2.8499, 3.1647], [-2.4272, -2.4566, 4.7934], [-1.5074, -3.6467, 3.9196], [-0.2287, -1.6705, 5.0518], [1.0727, -1.6247, 2.1525], [1.1562, -1.3547, 0.4665], [1.2324, 1.2916, 1.5702], [2.5333, 0.3472, 0.9539], [7.2628, -0.0659, 2.3353], [-2.5311, -2.5646, 0.9963], [-1.9077, -1.8762, -0.4360], [-1.0340, -3.4703, -1.7420], [0.4278, -5.3585, -2.1689], [1.7342, -6.3985, -0.3193], [2.6053, -5.1789, 2.5075], [1.0356, -5.6244, 3.2265], [1.8247, -6.7387, 2.1406], [-0.0454, -3.6428, 2.4066], [-1.8339, 1.3819, 4.1053], [-1.9799, 2.4807, 2.7623], [-3.4172, 2.1941, 1.0865], [-4.4648, 2.4672, 2.4587], [-5.8362, 0.3383, 1.3207], [-4.7207, 2.1157, -0.5917], [-3.3380, -0.0965, 4.6042], [-4.5781, 1.0566, 4.2294], [-4.7824, -1.7709, 4.1817], [-4.9702, -1.2369, 2.5254], [-6.8992, -0.0796, 3.1886], [-6.9508, -1.3544, 4.1690], [5.0604, 4.1110, -7.8297], [4.1975, 5.1624, -7.3820], [4.6819, 6.1342, -6.4519], [2.8462, 4.5319, -6.8512], [2.9228, 3.4901, -5.8429], [3.2232, 4.0211, -4.4600], [3.5122, 5.9967, -8.7726], [3.6519, 2.7416, -6.1557], [1.9423, 3.0191, -5.8604], [4.2279, 4.4396, -4.4011], [3.1457, 3.2197, -3.7341], [2.5226, 4.8125, -4.1922], [3.1224, 5.2589, -9.4678], [4.3183, 6.5656, -9.2302], [2.7282, 6.6641, -8.4259]]
}

---

Max |F| in eV/Å, matching the order above: 6.0 2.9 2.1